Below is 12 unconnected molecules or ions with the total composition C57H147N9O18 in a non-equilibrium geometry, with properties calculated with ωB97M-V/def2-TZVPD.

Bonds (Å) are listed after each position.
Cartesian coordinates (Å):
1 C 1.1241 -8.9244 3.5139  C2 1.554, H5 1.090, H6 1.090, H7 1.090
2 C 1.9490 -7.8805 2.7112  C1 1.554, C3 1.509, O4 1.440, H8 1.090
3 C 2.1024 -8.2018 1.2447  C2 1.509, H9 1.090, H10 1.090, H11 1.090
4 O 1.2093 -6.6460 2.6660  C2 1.440, H12 0.960
5 H 0.1171 -9.0548 3.1178  C1 1.090
6 H 1.0936 -8.6059 4.5559  C1 1.090
7 H 1.6690 -9.8629 3.6162  C1 1.090
8 H 2.9419 -7.7569 3.1437  C2 1.090
9 H 1.1618 -8.2254 0.6944  C3 1.090
10 H 2.6278 -9.1456 1.0988  C3 1.090
11 H 2.7573 -7.4905 0.7414  C3 1.090
12 H 0.9511 -6.3684 3.5479  O4 0.960
13 C -2.8516 -1.7208 -10.3590  C14 1.507, H17 1.090, H18 1.090, H19 1.090
14 C -1.6934 -2.6086 -9.9835  C13 1.507, C15 1.514, O16 1.460, H20 1.090
15 C -1.3401 -2.3533 -8.5339  C14 1.514, H21 1.090, H22 1.090, H23 1.090
16 O -2.1034 -4.0090 -10.0224  C14 1.460, H24 0.960
17 H -3.7201 -1.7045 -9.7005  C13 1.090
18 H -3.2670 -1.8129 -11.3625  C13 1.090
19 H -2.4520 -0.7096 -10.2827  C13 1.090
20 H -0.8628 -2.3237 -10.6293  C14 1.090
21 H -0.4690 -2.9844 -8.3581  C15 1.090
22 H -2.1185 -2.5264 -7.7907  C15 1.090
23 H -1.0255 -1.3299 -8.3296  C15 1.090
24 H -2.8120 -4.1196 -9.3841  O16 0.960
25 C 0.8470 0.2559 0.1889  C26 1.490, H29 1.090, H30 1.090, H31 1.090
26 C 1.3688 -0.6306 -0.8893  C25 1.490, C27 1.543, O28 1.393, H32 1.090
27 C 1.7754 0.2904 -2.0588  C26 1.543, H33 1.090, H34 1.090, H35 1.090
28 O 2.5718 -1.2257 -0.5170  C26 1.393, H36 0.960
29 H 1.6001 0.9856 0.4861  C25 1.090
30 H 0.7320 -0.2751 1.1338  C25 1.090
31 H -0.0566 0.7848 -0.1143  C25 1.090
32 H 0.7447 -1.4441 -1.2592  C26 1.090
33 H 2.7466 0.7463 -1.8663  C27 1.090
34 H 1.0315 1.0588 -2.2690  C27 1.090
35 H 1.9201 -0.2277 -3.0068  C27 1.090
36 H 2.3827 -2.1313 -0.2608  O28 0.960
37 C 3.1744 -6.3770 -5.2520  C38 1.543, H43 1.090, H44 1.090, H45 1.090
38 C 4.2938 -7.2638 -5.8370  C37 1.543, C39 1.624, N42 1.443, H46 1.090
39 C 3.8722 -8.8314 -5.8794  C38 1.624, O40 1.404, H47 1.090, H48 1.090
40 O 3.5970 -9.3883 -4.6199  C39 1.404, C41 1.443
41 C 3.2765 -10.7950 -4.5944  O40 1.443, H49 1.090, H50 1.090, H51 1.090
42 N 4.5600 -6.7530 -7.1600  C38 1.443, H52 1.010, H53 1.010
43 H 3.3023 -5.3155 -5.4644  C37 1.090
44 H 3.1011 -6.5467 -4.1777  C37 1.090
45 H 2.2575 -6.7571 -5.7023  C37 1.090
46 H 5.2273 -7.1303 -5.2902  C38 1.090
47 H 4.7357 -9.2908 -6.3606  C39 1.090
48 H 3.0158 -9.0186 -6.5271  C39 1.090
49 H 2.4724 -10.9379 -5.3162  C41 1.090
50 H 2.9406 -11.1923 -3.6366  C41 1.090
51 H 4.1337 -11.3688 -4.9466  C41 1.090
52 H 5.2993 -7.3062 -7.5692  N42 1.010
53 H 3.7222 -6.8685 -7.7123  N42 1.010
54 C 2.1216 9.8611 -7.4479  C55 1.501, H60 1.090, H61 1.090, H62 1.090
55 C 1.8966 8.4319 -7.0492  C54 1.501, C56 1.557, N59 1.421, H63 1.090
56 C 3.1969 7.5769 -7.0959  C55 1.557, O57 1.432, H64 1.090, H65 1.090
57 O 2.8253 6.2946 -6.5779  C56 1.432, C58 1.401
58 C 3.9008 5.3971 -6.5395  O57 1.401, H66 1.090, H67 1.090, H68 1.090
59 N 1.2647 8.3330 -5.7801  C55 1.421, H69 1.010, H70 1.010
60 H 2.7091 9.9802 -8.3582  C54 1.090
61 H 2.7185 10.2898 -6.6428  C54 1.090
62 H 1.1421 10.3151 -7.5982  C54 1.090
63 H 1.2075 8.0660 -7.8104  C55 1.090
64 H 3.9690 8.0972 -6.5292  C56 1.090
65 H 3.5146 7.4916 -8.1351  C56 1.090
66 H 4.5534 5.5293 -5.6765  C58 1.090
67 H 4.4433 5.4598 -7.4828  C58 1.090
68 H 3.4825 4.3910 -6.5111  C58 1.090
69 H 1.7881 8.9348 -5.1606  N59 1.010
70 H 1.4932 7.3823 -5.5270  N59 1.010
71 C -2.6896 -3.6184 5.8747  C72 1.499, H77 1.090, H78 1.090, H79 1.090
72 C -2.0155 -4.0642 7.1378  C71 1.499, C73 1.508, N76 1.438, H80 1.090
73 C -2.6249 -5.2488 7.8437  C72 1.508, O74 1.420, H81 1.090, H82 1.090
74 O -3.9511 -4.9019 8.2132  C73 1.420, C75 1.412
75 C -4.6599 -6.0023 8.7422  O74 1.412, H83 1.090, H84 1.090, H85 1.090
76 N -0.6372 -4.2756 6.7883  C72 1.438, H86 1.010, H87 1.010
77 H -2.3649 -2.6460 5.5045  C71 1.090
78 H -3.7317 -3.4744 6.1600  C71 1.090
79 H -2.6864 -4.3210 5.0413  C71 1.090
80 H -2.0081 -3.2251 7.8334  C72 1.090
81 H -2.0143 -5.4760 8.7175  C73 1.090
82 H -2.6386 -6.1023 7.1658  C73 1.090
83 H -4.0832 -6.4865 9.5303  C75 1.090
84 H -4.6949 -6.7777 7.9770  C75 1.090
85 H -5.6744 -5.7258 9.0291  C75 1.090
86 H -0.1130 -3.5899 6.2637  N76 1.010
87 H -0.1374 -4.4152 7.6548  N76 1.010
88 C 4.2152 -0.4955 5.4975  O89 1.429, H97 1.090, H98 1.090, H99 1.090
89 O 3.1164 0.3704 5.7885  C88 1.429, C90 1.454
90 C 3.4895 1.5417 6.5650  O89 1.454, C91 1.463, H100 1.090, H101 1.090
91 C 2.3219 2.3955 6.7847  C90 1.463, N92 1.472, H102 1.090, H103 1.090
92 N 2.5872 3.7301 7.3469  C91 1.472, C93 1.454, H104 1.010
93 C 1.3905 4.5554 7.2975  N92 1.454, C94 1.587, H105 1.090, H106 1.090
94 C 1.7415 5.9298 8.0089  C93 1.587, O95 1.428, H107 1.090, H108 1.090
95 O 2.7467 6.5926 7.2408  C94 1.428, C96 1.400
96 C 3.4138 7.5745 7.9829  O95 1.400, H109 1.090, H110 1.090, H111 1.090
97 H 4.5041 -1.0494 6.3908  C88 1.090
98 H 5.0417 0.0634 5.0586  C88 1.090
99 H 3.9524 -1.2427 4.7487  C88 1.090
100 H 4.2701 2.0715 6.0190  C90 1.090
101 H 3.9099 1.2479 7.5268  C90 1.090
102 H 1.4791 1.9362 7.3012  C91 1.090
103 H 1.9398 2.5517 5.7759  C91 1.090
104 H 3.4256 4.0349 6.8732  N92 1.010
105 H 0.4835 4.2058 7.7906  C93 1.090
106 H 1.0445 4.7576 6.2838  C93 1.090
107 H 2.1032 5.8403 9.0333  C94 1.090
108 H 0.8559 6.5629 7.9553  C94 1.090
109 H 2.7480 8.4169 8.1706  C96 1.090
110 H 4.1875 8.0038 7.3463  C96 1.090
111 H 3.8362 7.2486 8.9334  C96 1.090
112 C 7.4367 -7.1593 -0.2465  O113 1.431, H121 1.090, H122 1.090, H123 1.090
113 O 8.0690 -8.3217 0.2973  C112 1.431, C114 1.411
114 C 9.1710 -8.6545 -0.5190  O113 1.411, C115 1.512, H124 1.090, H125 1.090
115 C 9.6557 -10.0786 -0.3648  C114 1.512, N116 1.438, H126 1.090, H127 1.090
116 N 8.8320 -11.0170 -1.0775  C115 1.438, C117 1.496, H128 1.010
117 C 9.1533 -12.4124 -0.6452  N116 1.496, C118 1.516, H129 1.090, H130 1.090
118 C 8.0266 -13.3684 -0.9835  C117 1.516, O119 1.394, H131 1.090, H132 1.090
119 O 6.8646 -13.0838 -0.2671  C118 1.394, C120 1.389
120 C 5.9399 -14.1174 -0.3393  O119 1.389, H133 1.090, H134 1.090, H135 1.090
121 H 8.0984 -6.2947 -0.2987  C112 1.090
122 H 6.5089 -6.8649 0.2440  C112 1.090
123 H 7.0905 -7.4229 -1.2458  C112 1.090
124 H 9.9869 -7.9601 -0.3186  C114 1.090
125 H 8.8777 -8.5214 -1.5603  C114 1.090
126 H 9.6970 -10.2803 0.7056  C115 1.090
127 H 10.6643 -10.0887 -0.7780  C115 1.090
128 H 7.8751 -10.9265 -0.7671  N116 1.010
129 H 9.3447 -12.4738 0.4261  C117 1.090
130 H 10.0319 -12.6675 -1.2377  C117 1.090
131 H 8.4690 -14.3566 -0.8571  C118 1.090
132 H 7.9340 -13.3631 -2.0695  C118 1.090
133 H 5.0155 -13.7757 0.1262  C120 1.090
134 H 6.2410 -14.9449 0.3030  C120 1.090
135 H 5.8379 -14.5360 -1.3406  C120 1.090
136 C -6.0350 -1.0037 -2.1662  O137 1.415, H145 1.090, H146 1.090, H147 1.090
137 O -6.7995 -0.6099 -1.0429  C136 1.415, C138 1.396
138 C -6.3577 -1.0972 0.1882  O137 1.396, C139 1.514, H148 1.090, H149 1.090
139 C -7.0401 -0.3927 1.3422  C138 1.514, N140 1.430, H150 1.090, H151 1.090
140 N -8.4197 -0.7358 1.4929  C139 1.430, C141 1.477, H152 1.010
141 C -8.8970 -0.0121 2.6892  N140 1.477, C142 1.515, H153 1.090, H154 1.090
142 C -10.4041 -0.0440 2.8387  C141 1.515, O143 1.451, H155 1.090, H156 1.090
143 O -10.9879 0.6640 1.7141  C142 1.451, C144 1.388
144 C -12.3195 0.9862 1.9362  O143 1.388, H157 1.090, H158 1.090, H159 1.090
145 H -5.0444 -0.5926 -1.9719  C136 1.090
146 H -6.4616 -0.6609 -3.1089  C136 1.090
147 H -6.1117 -2.0866 -2.2634  C136 1.090
148 H -5.2711 -1.0126 0.2046  C138 1.090
149 H -6.5112 -2.1763 0.1838  C138 1.090
150 H -6.8550 0.6614 1.1352  C139 1.090
151 H -6.5335 -0.7418 2.2419  C139 1.090
152 H -9.0447 -0.4658 0.7469  N140 1.010
153 H -8.6749 1.0433 2.8469  C141 1.090
154 H -8.4537 -0.5247 3.5429  C141 1.090
155 H -10.6063 0.5443 3.7338  C142 1.090
156 H -10.8484 -1.0376 2.8965  C142 1.090
157 H -12.4968 1.5807 2.8324  C144 1.090
158 H -12.8974 0.0705 2.0613  C144 1.090
159 H -12.7562 1.5813 1.1342  C144 1.090
160 C -12.4131 4.1673 -5.3314  O161 1.412, H169 1.090, H170 1.090, H171 1.090
161 O -11.2019 3.8054 -4.7032  C160 1.412, C162 1.452
162 C -10.9402 2.3958 -4.4741  O161 1.452, C163 1.555, H172 1.090, H173 1.090
163 C -9.5537 2.2685 -3.7811  C162 1.555, N164 1.475, H174 1.090, H175 1.090
164 N -8.3482 2.3055 -4.6307  C163 1.475, C165 1.461, H176 1.010
165 C -8.1497 3.5915 -5.2948  N164 1.461, C166 1.534, H177 1.090, H178 1.090
166 C -6.8182 3.6058 -6.0574  C165 1.534, O167 1.388, H179 1.090, H180 1.090
167 O -5.6888 3.5948 -5.2504  C166 1.388, C168 1.453
168 C -4.4504 3.8745 -5.9571  O167 1.453, H181 1.090, H182 1.090, H183 1.090
169 H -12.5209 5.2496 -5.2590  C160 1.090
170 H -13.3092 3.7760 -4.8498  C160 1.090
171 H -12.4019 3.8233 -6.3657  C160 1.090
172 H -11.0380 1.8435 -5.4088  C162 1.090
173 H -11.7122 2.0085 -3.8091  C162 1.090
174 H -9.5494 1.2543 -3.3816  C163 1.090
175 H -9.5519 2.9621 -2.9403  C163 1.090
176 H -7.5561 2.0199 -4.0730  N164 1.010
177 H -8.1095 4.3517 -4.5147  C165 1.090
178 H -8.9630 3.7596 -6.0008  C165 1.090
179 H -6.8118 4.5216 -6.6485  C166 1.090
180 H -6.8279 2.7341 -6.7117  C166 1.090
181 H -4.3648 2.9738 -6.5649  C168 1.090
182 H -3.6661 3.7955 -5.2042  C168 1.090
183 H -4.4394 4.7088 -6.6584  C168 1.090
184 C 11.3225 8.6000 0.2598  O185 1.442, H193 1.090, H194 1.090, H195 1.090
185 O 10.3017 7.5832 0.1914  C184 1.442, C186 1.366
186 C 10.5222 6.6073 -0.7383  O185 1.366, C187 1.547, H196 1.090, H197 1.090
187 C 9.4886 5.4679 -0.5726  C186 1.547, N188 1.442, H198 1.090, H199 1.090
188 N 8.1308 5.9369 -0.6952  C187 1.442, C189 1.459, H200 1.010
189 C 7.1749 4.9190 -0.2710  N188 1.459, C190 1.492, H201 1.090, H202 1.090
190 C 5.8553 5.5922 -0.0914  C189 1.492, O191 1.431, H203 1.090, H204 1.090
191 O 5.7970 6.4270 1.0695  C190 1.431, C192 1.408
192 C 4.6562 7.2384 1.2214  O191 1.408, H205 1.090, H206 1.090, H207 1.090
193 H 11.1783 9.2586 -0.5967  C184 1.090
194 H 12.3189 8.1580 0.2536  C184 1.090
195 H 11.1442 9.2192 1.1389  C184 1.090
196 H 11.5415 6.2214 -0.7244  C186 1.090
197 H 10.4485 7.1243 -1.6950  C186 1.090
198 H 9.7389 5.0065 0.3827  C187 1.090
199 H 9.7125 4.7508 -1.3625  C187 1.090
200 H 8.1140 6.7829 -0.1437  N188 1.010
201 H 7.4366 4.5678 0.7271  C189 1.090
202 H 7.1415 4.1269 -1.0190  C189 1.090
203 H 5.1188 4.8049 0.0694  C190 1.090
204 H 5.4931 6.0787 -0.9971  C190 1.090
205 H 4.4667 7.3083 2.2926  C192 1.090
206 H 3.7757 6.8374 0.7195  C192 1.090
207 H 4.8280 8.1995 0.7369  C192 1.090
208 C -6.1819 10.1829 6.5963  O209 1.390, H217 1.090, H218 1.090, H219 1.090
209 O -6.2872 8.7982 6.6526  C208 1.390, C210 1.399
210 C -5.3883 8.0843 7.4518  O209 1.399, C211 1.511, H220 1.090, H221 1.090
211 C -5.4790 6.6318 7.0445  C210 1.511, N212 1.451, H222 1.090, H223 1.090
212 N -4.7683 6.3965 5.8016  C211 1.451, C213 1.459, H224 1.010
213 C -4.6823 5.0154 5.3376  N212 1.459, C214 1.589, H225 1.090, H226 1.090
214 C -4.0034 4.8659 3.9085  C213 1.589, O215 1.489, H227 1.090, H228 1.090
215 O -4.8404 5.5173 2.8637  C214 1.489, C216 1.456
216 C -4.2269 5.5602 1.5436  O215 1.456, H229 1.090, H230 1.090, H231 1.090
217 H -6.7904 10.4693 5.7385  C208 1.090
218 H -5.1839 10.5610 6.3750  C208 1.090
219 H -6.5923 10.7089 7.4583  C208 1.090
220 H -5.6185 8.3148 8.4920  C210 1.090
221 H -4.3592 8.3511 7.2112  C210 1.090
222 H -6.5116 6.3248 6.8780  C211 1.090
223 H -5.0328 5.9727 7.7892  C211 1.090
224 H -5.1121 6.9334 5.0183  N212 1.010
225 H -5.6761 4.5823 5.2248  C213 1.090
226 H -4.1035 4.4655 6.0797  C213 1.090
227 H -3.9927 3.7956 3.7021  C214 1.090
228 H -2.9769 5.2290 3.8573  C214 1.090
229 H -4.0761 4.5589 1.1402  C216 1.090
230 H -3.3295 6.1685 1.4307  C216 1.090
231 H -5.0423 6.0512 1.0125  C216 1.090

Calculated values
Gap between HOMO and LUMO: 8.703 eV
LUMO energy: 0.0092 Eh
Energy above the lowest of the compared OMol25 structures with the same formula, charge and spin: 140.9 kJ/mol
Net charge: 0
Calculated total energy: -111744.19810 eV
Highest occupied orbital energy: -8.45 eV
SMILES string: COC[C@H](C)N.COC[C@H](C)N.COC[C@H](C)N.COCCNCCOC.COCCNCCOC.COCCNCCOC.COCCNCCOC.COCCNCCOC.COCCNCCOC.CC(C)O.CC(C)O.CC(C)O